The following is a DFT calculation (the ωB97M-V functional and the def2-TZVPD basis) of a structure of composition C43H59BiN2O5Se.

XYZ file:
```
111
Properties=species:S:1:pos:R:3:forces:R:3:lowdin_charge:R:1
Bi 0.8475 0.1959 -0.1956 0.5 -0.3 -0.6 1.803
C 3.2376 4.9753 6.1328 0.0 0.0 0.0 -0.068
C 1.8742 4.5754 5.5674 0.0 0.0 0.0 -0.557
C 1.1857 5.8432 5.0337 0.0 0.0 0.0 -0.051
C 1.0286 3.9854 6.7070 0.0 0.0 0.0 -0.047
C 1.9992 3.5445 4.4424 0.0 0.0 0.0 -0.171
C 0.8770 3.1476 3.7307 0.1 0.0 0.0 -0.080
C 0.9953 2.2501 2.6827 -0.1 -0.1 -0.2 -0.401
Se -0.6021 1.8052 1.7135 -0.2 0.3 0.4 1.083
C -0.7195 3.2863 0.5014 0.0 -0.2 0.0 -0.401
C -1.1344 4.5109 1.0049 0.0 0.0 0.0 -0.064
C -1.2617 5.5955 0.1582 0.0 0.0 0.0 -0.173
C -1.0172 5.3608 -1.1953 0.1 0.1 0.0 0.011
C -0.6326 4.1438 -1.7439 0.0 0.0 -0.1 -0.071
C -0.4136 3.0610 -0.8505 -0.1 0.1 -0.1 -0.349
O 0.0613 1.8966 -1.2861 0.0 0.0 0.3 -0.359
C -0.4382 4.0928 -3.2771 0.0 0.0 0.0 -0.521
C 0.7965 4.9278 -3.6524 0.0 0.0 0.0 -0.036
C -1.6728 4.6968 -3.9741 0.0 0.0 0.0 -0.056
C -0.2687 2.6860 -3.8640 0.0 -0.1 0.0 -0.063
C -1.6431 6.9929 0.6388 0.0 0.0 0.0 -0.557
C -1.9791 7.0045 2.1324 0.0 0.0 0.0 -0.064
C -2.8684 7.4987 -0.1368 0.0 0.0 0.0 -0.049
C -0.4605 7.9434 0.3988 0.0 0.0 0.0 -0.043
C 2.2208 1.6737 2.2925 0.1 0.2 0.0 -0.353
O 2.3425 0.9108 1.2091 -0.4 0.2 0.0 -0.362
C 3.3507 1.9772 3.0849 0.1 0.0 0.1 -0.079
C 3.2008 2.9303 4.0953 0.0 -0.1 0.0 0.026
C 4.7542 1.3852 2.8310 0.0 0.0 0.0 -0.525
C 5.5243 1.2127 4.1526 0.0 0.0 0.0 -0.063
C 5.5293 2.3482 1.9187 0.0 0.0 0.0 -0.034
C 4.7379 -0.0043 2.1743 0.0 0.0 0.0 -0.055
H 3.1024 5.7562 6.8852 0.0 0.0 0.0 0.084
H 3.7391 4.1318 6.6158 0.0 0.1 0.0 0.086
H 3.8942 5.3698 5.3523 0.0 0.0 0.1 0.090
H 1.1316 6.6065 5.8165 0.0 -0.1 0.0 0.085
H 1.7411 6.2548 4.1864 0.0 0.0 0.1 0.092
H 0.1656 5.6352 4.6996 0.1 0.0 0.0 0.065
H 0.9335 4.7041 7.5274 0.0 0.0 -0.1 0.084
H 0.0239 3.7302 6.3594 0.1 0.0 0.0 0.079
H 1.4927 3.0755 7.0966 0.0 0.0 0.0 0.089
H -0.1053 3.5389 3.9708 0.0 0.0 0.0 0.097
H -1.3484 4.5934 2.0630 0.0 0.0 -0.1 0.089
H -1.1234 6.2009 -1.8722 0.0 0.0 0.0 0.101
H 0.6664 5.9727 -3.3563 0.0 -0.1 0.0 0.080
H 1.6921 4.5446 -3.1598 0.0 0.0 0.0 0.073
H 0.9614 4.8965 -4.7349 0.0 0.0 0.1 0.088
H -1.8238 5.7511 -3.7400 0.0 0.0 0.0 0.070
H -1.5478 4.6198 -5.0579 0.0 0.0 0.1 0.082
H -2.5797 4.1522 -3.6944 0.1 0.0 0.0 0.093
H 0.6497 2.2047 -3.5357 -0.1 0.0 0.0 0.060
H -1.1075 2.0418 -3.5857 0.1 0.0 0.0 0.080
H -0.2506 2.7700 -4.9550 0.0 0.0 0.0 0.084
H -2.8054 6.3255 2.3631 0.0 0.1 0.0 0.090
H -1.1141 6.7219 2.7400 -0.1 0.0 0.0 0.071
H -2.2787 8.0119 2.4296 0.0 0.0 0.0 0.085
H -3.7044 6.8027 -0.0290 0.0 0.0 0.0 0.091
H -3.1807 8.4748 0.2452 0.0 0.0 0.0 0.083
H -2.6575 7.6107 -1.2031 0.0 0.0 0.1 0.075
H 0.4169 7.6074 0.9581 0.0 0.0 0.0 0.089
H -0.1907 7.9837 -0.6599 0.0 0.0 0.1 0.079
H -0.7111 8.9580 0.7252 0.0 -0.1 0.0 0.085
H 4.0849 3.2087 4.6502 0.0 0.0 0.0 0.089
H 5.7469 2.1552 4.6544 0.0 0.0 0.0 0.070
H 4.9663 0.5774 4.8464 0.0 0.0 0.0 0.093
H 6.4825 0.7294 3.9440 -0.1 0.0 0.0 0.082
H 5.6415 3.3280 2.3922 0.0 -0.1 0.0 0.085
H 6.5269 1.9518 1.7026 -0.1 0.0 0.0 0.087
H 4.9999 2.4870 0.9704 0.1 0.0 0.1 0.080
H 4.1152 -0.7013 2.7417 0.0 0.0 0.0 0.093
H 4.3652 0.0230 1.1545 0.1 0.0 0.1 0.056
H 5.7597 -0.3958 2.1583 -0.1 0.0 0.0 0.083
O -2.7168 -6.2659 2.8310 0.0 0.1 0.0 -0.048
C -3.0312 -5.0159 3.4351 0.1 -0.1 -0.1 -0.207
C -2.2560 -3.9479 2.7179 0.0 0.0 0.0 -0.187
C -1.4362 -3.0639 3.3956 0.0 0.0 0.0 -0.003
C -0.7696 -2.0914 2.6654 0.0 0.0 -0.1 -0.121
N -0.8664 -1.9703 1.3457 0.0 0.0 0.0 0.064
C -1.6471 -2.8324 0.6817 0.0 0.1 0.0 -0.196
C -2.3576 -3.8263 1.3402 -0.1 0.0 -0.1 0.042
C -1.7164 -2.6786 -0.8084 0.1 0.1 0.0 -0.199
C -2.2008 -3.6907 -1.6237 0.0 -0.1 0.0 0.041
C -2.2173 -3.5179 -3.0022 0.0 -0.1 0.0 -0.186
C -2.7318 -4.6225 -3.8914 0.1 -0.1 0.1 -0.207
O -2.1861 -5.8906 -3.5558 -0.1 0.1 0.0 -0.049
C -1.7390 -2.3293 -3.5239 0.0 0.0 0.0 -0.003
C -1.2744 -1.3632 -2.6446 0.0 0.1 0.2 -0.112
N -1.2662 -1.5277 -1.3234 0.0 0.1 -0.1 0.039
H -3.1967 -6.9622 3.2884 0.0 0.0 0.0 0.090
H -2.7748 -5.0039 4.4953 0.0 0.0 0.1 0.118
H -4.0999 -4.8030 3.3435 -0.1 0.0 0.0 0.128
H -1.3132 -3.1251 4.4701 0.0 0.0 0.0 0.116
H -0.1164 -1.3819 3.1666 0.0 0.0 0.0 0.111
H -2.9974 -4.5108 0.8002 0.0 0.0 0.0 0.119
H -2.5321 -4.6357 -1.2153 0.0 0.0 0.0 0.119
H -2.5510 -4.3673 -4.9376 0.0 0.0 -0.1 0.119
H -3.8076 -4.7243 -3.7590 -0.1 0.0 0.0 0.130
H -1.2376 -5.8721 -3.7141 0.1 0.0 0.0 0.095
H -1.7207 -2.1558 -4.5929 0.0 0.0 0.0 0.117
H -0.8869 -0.4130 -3.0105 0.0 -0.1 0.0 0.104
C 3.3487 2.2338 -2.4181 0.0 0.0 0.1 -0.064
C 3.5548 0.9029 -1.7106 -0.1 0.1 -0.1 -0.575
C 4.6135 0.0567 -2.3966 0.0 -0.1 0.0 -0.065
O 2.3379 0.1722 -1.6801 0.1 0.0 0.3 -0.463
H 4.2805 2.8082 -2.4422 -0.1 0.0 0.0 0.082
H 2.5920 2.8166 -1.8869 0.0 0.0 -0.1 0.062
H 3.0067 2.0707 -3.4443 0.0 0.0 0.0 0.080
H 3.8928 1.1249 -0.6932 0.0 -0.1 0.1 0.089
H 4.3108 -0.1476 -3.4288 0.0 0.0 0.1 0.079
H 4.7280 -0.8965 -1.8752 0.0 0.0 0.0 0.074
H 5.5799 0.5703 -2.4065 -0.1 0.0 0.0 0.077
```
Forces are in eV/Å.

- Electronic energy: -129953.810 eV
- Energy above the lowest of the compared OMol25 structures with the same formula, charge and spin: 5.35 kcal per mole
- HOMO energy: -7.64 eV


The following is a DFT calculation (the ωB97M-V functional and the def2-TZVPD basis) of the molecule C29H34N4O4.

XYZ file:
```
71
Properties=species:S:1:pos:R:3:forces:R:3:lowdin_charge:R:1
C 3.6467 2.2861 -3.1520 -8.0 10.0 2.5 -0.150
O 3.8783 1.5772 -2.1147 -0.8 -4.1 8.5 -0.022
C 3.1150 1.8354 -0.9736 2.2 -0.5 -5.4 -0.265
C 2.2428 2.7865 -1.0338 -5.3 4.5 7.7 0.033
C 1.5618 3.2463 0.3676 0.6 0.1 0.0 0.021
C 1.7715 2.4696 1.6228 2.0 1.9 -12.0 -0.059
C 2.6665 1.5068 1.2770 0.6 -4.2 6.7 -0.077
C 3.2453 1.1124 0.1166 3.2 -3.6 4.6 -0.138
N 4.2213 -0.0271 0.1423 -1.8 7.1 3.5 -0.077
C 4.0193 -0.7739 -0.8838 6.5 -9.7 -2.8 -0.145
C 3.7721 -2.5453 -0.4171 -1.3 10.6 5.2 0.155
N 3.0587 -2.0928 0.9733 -5.7 -4.5 -8.5 -0.076
C 1.6859 -2.1164 0.9013 1.7 1.8 11.8 -0.197
O 1.0456 -1.7212 2.1484 2.3 -1.7 -7.0 -0.129
C 0.9277 -2.7813 -0.1124 -1.6 13.4 0.2 -0.380
O 0.9105 -3.8417 -0.4246 -0.4 -10.2 -2.8 0.246
C 0.1293 -1.5136 -0.8006 -1.1 -4.9 1.4 -0.008
C 0.0384 -0.2157 -0.3646 1.1 -0.3 -1.9 0.030
N -0.9833 0.3671 -1.2091 5.5 3.3 5.5 -0.079
C -1.2829 1.7456 -1.1563 0.6 -0.2 8.8 -0.002
C -2.7015 1.9378 -0.4648 3.4 9.0 -16.0 -0.546
O -3.4557 2.7651 -1.1277 0.7 -2.3 0.8 -0.034
N -2.9064 1.5755 0.6033 -0.6 -7.0 17.9 0.031
C -2.0021 0.9672 1.9522 5.2 -5.1 -15.8 0.031
C -2.3562 -0.4280 1.9591 2.5 -5.8 0.6 -0.259
C -3.5553 -0.8942 2.7698 2.4 -0.6 1.0 -0.218
C -4.8499 -0.9977 2.0259 1.5 7.9 0.0 -0.118
C -5.0771 0.2641 0.8317 3.7 -2.8 0.8 -0.043
C -4.1670 1.4946 1.1873 -5.3 0.8 0.7 -0.199
C -1.8010 -0.4629 -1.6565 -1.7 -7.4 -4.8 -0.188
C -2.8270 -0.2798 -2.5347 -0.8 0.1 1.2 -0.012
C -3.4280 -1.4777 -2.9861 -0.2 1.4 -2.9 -0.156
C -2.7990 -2.6182 -3.2059 2.4 -6.8 5.2 -0.038
C -1.5833 -2.9335 -2.2023 -8.8 -0.2 -8.1 -0.047
C -1.0886 -2.0128 -1.6110 4.3 15.4 6.7 -0.066
C 3.8448 -1.6788 1.9125 3.1 4.6 8.3 -0.200
C 4.7908 -0.4233 1.3783 -0.5 -11.8 -6.4 -0.075
H 4.0845 3.3024 -3.0567 -0.6 0.4 0.3 0.134
H 4.2946 1.8902 -3.5769 9.3 -5.9 -10.3 -0.004
H 2.6256 2.4278 -3.4979 -0.1 -0.7 -0.4 0.125
H 1.8958 3.4814 -1.6882 -0.1 1.3 -2.6 0.075
H 1.0361 4.3266 0.4715 1.0 -2.8 -0.8 0.139
H 1.4118 2.7717 2.4509 -2.3 1.6 5.9 0.032
H 2.8813 0.8431 2.3364 -0.1 1.4 -3.4 0.184
H 4.9167 -0.9260 -1.5620 -0.3 0.4 0.6 0.133
H 3.3117 -0.7892 -1.5540 -4.6 1.5 -2.7 0.061
H 3.2054 -2.9441 -1.0671 -4.0 -3.3 -4.2 0.027
H 4.5166 -2.9478 0.0232 5.7 -3.3 1.6 0.032
H 0.8238 0.3781 0.3175 -2.3 -1.3 -1.8 0.148
H -0.4631 2.3167 -0.4054 -2.1 -1.5 -2.4 0.160
H -1.2746 2.0868 -2.0544 -0.2 2.9 -5.6 0.062
H -2.1327 1.4828 2.6767 -2.0 6.7 8.8 0.011
H -0.8633 1.0562 1.4719 -2.9 0.0 1.9 0.151
H -2.2799 -1.1125 1.0524 0.2 1.8 0.3 0.147
H -1.4852 -0.9040 2.5662 -0.9 0.8 -0.8 0.141
H -3.3001 -0.0614 3.4541 -2.3 -0.7 1.3 0.108
H -3.2645 -1.9158 3.3006 -0.8 2.1 -1.0 0.155
H -5.5651 -0.6838 2.6948 -2.4 -0.5 1.4 0.069
H -4.9223 -1.7911 1.4841 -0.9 -5.3 -2.6 0.033
H -4.5268 -0.0704 -0.1407 -1.9 0.1 1.3 0.121
H -6.1712 0.4182 0.7884 0.9 0.3 -0.3 0.103
H -4.7509 2.2300 0.6738 -0.3 1.3 0.3 0.106
H -4.2433 1.6527 2.3010 0.6 0.2 -1.2 0.147
H -3.2594 0.6864 -2.7872 0.0 -0.1 0.2 0.115
H -4.2179 -1.4778 -3.6974 -1.5 1.0 0.0 0.093
H -3.3378 -3.6836 -3.3168 0.8 2.8 -0.8 0.136
H -1.1869 -3.7645 -2.0654 3.1 -8.0 0.2 0.031
H 3.1146 -1.2175 2.7996 1.7 -1.3 -2.2 0.161
H 4.5313 -2.4153 2.5194 -1.3 0.7 -1.6 0.154
H 5.8767 -0.9622 1.3695 -2.1 1.2 -1.2 0.168
H 5.0104 0.2143 1.9801 1.3 8.1 7.1 -0.001
```
Forces are in eV/Å.

- Structure (SMILES): COc1ccccc1N1CCN(C(=O)C(=O)c2cn(CC(=O)N3CCCCCC3)c3ccccc23)CC1
- Electronic energy: -44747.990 eV
- Energy above the lowest of the compared OMol25 structures with the same formula, charge and spin: 647.52 kcal per mole
- HOMO energy: -7.55 eV


The following is a DFT calculation (the ωB97M-V functional and the def2-TZVPD basis) of a structure of composition C29H26BrF5N2O3S.

XYZ file:
```
67
Properties=species:S:1:pos:R:3:forces:R:3:lowdin_charge:R:1
C 4.0975 1.9535 -3.3826 0.2 0.2 0.2 -0.004
N 2.9139 1.4240 -2.7493 -0.4 -0.4 -0.5 -0.039
C 1.8450 0.9755 -3.4770 -0.1 0.7 -0.6 -0.350
O 1.7046 1.0993 -4.6922 0.2 -0.5 1.6 0.093
C 0.8410 0.3815 -2.4721 -0.2 0.8 -0.9 -0.143
C 0.6658 -1.1243 -2.6720 0.4 -0.2 0.6 -0.038
C 0.0740 -1.3723 -4.0193 -0.2 -0.3 -0.2 -0.087
C 0.8313 -1.9068 -5.0583 0.1 0.3 0.0 -0.139
F 2.1256 -2.2643 -4.8442 -0.9 0.2 -0.1 0.096
C 0.3233 -1.9713 -6.3482 0.2 -0.1 -0.3 -0.119
F 1.0908 -2.4277 -7.3527 -0.4 0.2 0.4 0.118
C -0.9706 -1.5200 -6.6086 -0.1 -0.2 -0.2 -0.110
F -1.4597 -1.5598 -7.8595 0.3 0.0 0.6 0.124
C -1.7637 -1.0384 -5.5697 -0.3 0.2 -0.1 -0.114
F -3.0100 -0.5949 -5.8134 0.7 -0.3 0.1 0.123
C -1.2345 -0.9723 -4.2887 -0.1 0.3 0.1 -0.126
F -1.9822 -0.4048 -3.3033 0.6 -0.5 -0.7 0.105
N 1.4121 0.7866 -1.1940 -0.4 -0.7 1.2 0.049
C 0.8082 0.4749 -0.0388 0.7 0.1 -0.7 0.045
C 1.4160 0.6365 1.2073 0.6 0.3 0.7 -0.061
C 0.7958 0.2985 2.3937 1.1 -0.3 -0.8 0.025
C 1.4011 0.5686 3.6684 1.2 0.6 1.6 -0.176
C 0.7087 0.2647 4.8683 -0.3 -0.1 -0.7 -0.031
C 1.2601 0.4346 6.1271 0.5 0.2 0.2 -0.059
C 2.5541 0.9404 6.2613 -0.4 -0.2 -0.5 -0.062
C 3.2547 1.3029 5.1107 0.1 0.0 -0.2 -0.083
C 2.7058 1.1402 3.8465 -0.6 -0.2 -0.1 -0.014
C 2.8082 1.2782 -1.3063 0.3 -0.3 0.0 -0.453
C 3.8326 0.2393 -0.8051 -0.1 -0.1 -0.1 0.014
C 3.0263 2.6377 -0.6322 -0.3 0.2 -0.2 0.010
H 3.9501 1.8986 -4.4624 0.0 0.1 0.2 0.100
H 4.2513 2.9929 -3.0702 0.0 -0.1 -0.2 0.095
H 4.9814 1.3715 -3.0955 -0.1 0.1 -0.1 0.096
H -0.1392 0.8498 -2.6228 0.3 0.1 0.1 0.170
H 1.6470 -1.6068 -2.5786 -0.3 -0.1 0.0 0.133
H 0.0050 -1.5158 -1.8885 0.1 0.0 -0.1 0.140
H -0.2015 0.0696 -0.1299 0.1 0.1 0.2 0.153
H 2.4468 1.0226 1.2582 -1.0 -0.1 -0.1 0.066
H -0.2045 -0.2134 2.3371 0.1 0.4 0.1 0.010
H -0.3060 -0.1207 4.7876 0.4 0.1 0.1 -0.003
H 0.7026 0.1529 7.0154 0.0 0.1 -0.2 0.111
H 3.0187 1.0517 7.2341 -0.1 0.0 0.0 0.107
H 4.2597 1.7038 5.1991 -0.1 0.0 0.0 0.104
H 3.3025 1.4757 2.9969 -0.2 -0.2 0.2 0.101
H 3.7941 -0.6591 -1.4367 0.1 0.3 0.1 0.099
H 4.8326 0.6908 -0.8599 -0.2 -0.3 0.0 0.090
H 3.6389 -0.0743 0.2246 0.1 0.1 -0.2 0.078
H 2.4738 3.3987 -1.1951 0.2 0.0 0.1 0.106
H 2.6605 2.6611 0.3942 0.2 0.0 -0.2 0.072
H 4.1005 2.8658 -0.6384 -0.3 0.1 0.0 0.095
Br -2.0267 -1.4991 3.9194 -0.1 -0.8 0.7 0.736
C -1.8843 -0.2688 2.4840 -1.7 1.1 -1.1 -0.809
S -3.0137 -0.7028 1.2223 -0.9 0.0 1.7 0.499
C -4.5937 -1.0120 2.0507 0.1 0.2 0.3 -0.315
C -4.8639 -2.2808 2.5737 -0.3 0.0 -0.3 -0.126
C -6.1379 -2.5624 3.0579 -0.1 0.2 -0.1 -0.085
C -7.1278 -1.5718 3.0625 0.3 0.0 0.1 -0.091
C -6.7716 -0.2568 2.7473 0.1 0.0 -0.1 -0.090
C -5.4905 0.0403 2.2700 -0.1 -0.5 -0.1 -0.063
O -3.2292 0.4562 0.3831 0.5 0.1 -0.2 -0.359
O -2.6797 -1.9738 0.6267 0.5 0.0 -0.3 -0.358
H -2.1998 0.7469 2.8401 0.2 -0.9 -0.2 0.044
H -4.0898 -3.0467 2.6151 -0.3 0.2 -0.4 0.086
H -6.3393 -3.5703 3.4197 -0.1 0.3 -0.1 0.103
H -8.1575 -1.8171 3.3411 0.4 0.1 0.0 0.101
H -7.4923 0.5531 2.8562 0.1 -0.2 0.0 0.100
H -5.1922 1.0704 2.0652 -0.2 -0.4 -0.2 0.113
```
Forces are in eV/Å.

- Electronic energy: -134078.425 eV
- HOMO energy: -6.98 eV


The following is a DFT calculation (the ωB97M-V functional and the def2-TZVPD basis) of the molecule C4H7NO.

XYZ file:
```
13
Properties=species:S:1:pos:R:3:forces:R:3:lowdin_charge:R:1
O 1.0817 1.0825 -2.5414 -0.4 -0.1 0.3 0.040
C 0.3667 0.8536 -1.5940 0.2 0.0 -0.1 -0.243
C 1.0017 0.5517 -0.2389 0.2 0.0 -0.1 -0.160
N 0.3635 -0.1542 0.8527 0.1 0.1 0.0 -0.135
C -0.4046 -1.3683 0.6958 0.0 -0.2 -0.1 -0.137
C -1.0494 -0.0978 1.1400 -0.2 0.3 0.0 -0.149
H -0.7350 0.9479 -1.7015 0.1 -0.1 0.1 0.119
H 1.2859 1.5457 0.1400 0.0 -0.2 0.0 0.132
H 1.9332 0.0322 -0.4781 0.0 0.1 0.1 0.126
H -0.1869 -2.1548 1.4215 -0.1 0.2 -0.3 0.101
H -0.6346 -1.7177 -0.3170 0.0 0.1 0.3 0.109
H -1.7320 0.3776 0.4359 0.2 0.0 0.0 0.095
H -1.2903 0.1017 2.1849 0.0 -0.3 -0.2 0.101
```
Forces are in eV/Å.

- Structure (SMILES): O=CCN1CC1
- Electronic energy: -7796.969 eV
- Energy above the lowest of the compared OMol25 structures with the same formula, charge and spin: 61.69 kcal per mole
- HOMO energy: -9.08 eV